DFT (ωB97M-V with the def2-TZVPD basis set) results for C21H23FN4O2 as an isolated structure at a distorted geometry.

XYZ file:
```
51
Properties=species:S:1:pos:R:3:forces:R:3
F 4.597 -2.554 -0.898 -1.13 -1.41 -0.13
O 0.178 0.766 1.325 -4.16 7.09 -3.98
O -1.854 3.472 1.461 -2.63 -1.37 -1.30
N 0.919 -0.151 1.497 6.27 -10.41 5.84
N -1.080 2.280 -1.360 10.36 5.92 0.42
N -0.999 -0.584 -1.362 -1.06 -3.50 0.53
N 1.859 0.940 -0.264 0.41 -3.76 4.38
C -0.740 1.494 -2.375 15.11 -1.27 3.61
C 1.984 -0.177 0.812 -1.33 2.12 -3.73
C 1.998 -3.008 1.437 -3.20 -0.77 0.27
C 3.145 -1.038 0.902 4.64 9.14 -1.80
C 0.855 -0.430 -2.691 6.89 2.74 -2.13
C -0.282 0.033 -2.220 -0.61 5.51 -0.49
C 0.181 2.691 -0.419 2.75 -6.18 -8.17
C -4.221 2.817 0.800 1.98 -1.56 -0.42
C 1.524 -4.416 1.195 -3.91 6.84 8.88
C 1.383 -1.607 -2.167 7.06 2.97 -8.03
C 3.498 -3.087 -0.139 9.30 -10.90 -12.36
C 3.218 -4.465 -0.190 6.39 -0.63 -6.77
C -0.604 -1.853 -1.240 -0.61 0.93 1.48
C -2.621 2.772 2.514 5.43 5.93 3.25
C -4.038 3.051 2.395 1.75 0.44 -6.29
C 0.595 -2.420 -1.643 -4.01 -7.12 5.71
C 0.769 1.325 0.236 -2.32 8.25 -4.21
C 2.306 -5.106 0.454 0.52 -7.60 -1.29
C -2.017 1.989 -0.587 -11.86 -0.37 2.12
C -2.656 3.150 0.209 -1.50 -2.22 3.60
C 3.093 -2.342 0.643 -11.92 3.14 13.90
H 1.825 0.470 -3.227 -3.58 -3.04 1.46
H -4.519 2.413 2.929 -3.27 -4.89 2.91
H 0.157 2.009 -3.116 -1.92 -0.96 2.32
H -2.187 1.820 2.603 -0.51 -1.78 -0.06
H -2.030 3.401 3.516 -2.08 -1.99 -2.34
H -1.210 -2.218 -0.513 -1.53 -2.54 1.80
H 3.864 -5.143 -0.960 -1.24 2.07 1.93
H -2.863 4.036 -0.264 0.53 2.13 -1.69
H 0.778 -4.878 2.072 1.78 1.37 -2.90
H -1.338 1.510 -2.984 -12.24 -0.04 -11.26
H -1.919 1.188 0.078 -0.02 -1.67 1.14
H -4.418 1.691 0.748 0.18 1.49 -0.60
H -0.126 3.244 0.296 -1.96 4.39 4.41
H -2.892 1.722 -1.436 1.15 0.00 2.53
H 3.905 -0.513 0.033 -1.91 -1.29 2.44
H 2.272 -6.265 0.441 -0.10 2.10 -0.33
H 3.575 -0.658 1.829 0.61 -0.90 0.32
H 0.999 3.114 -1.287 -2.17 -1.08 3.14
H 0.972 -3.466 -1.188 -1.34 2.40 -1.41
H -4.562 3.877 2.631 -0.20 3.95 1.10
H 2.346 -2.033 -2.709 -1.41 1.28 1.82
H -4.926 3.394 0.098 0.71 -0.77 1.75
H 1.307 -2.259 2.086 1.91 -2.16 -1.41
```
Positions in Å, forces in eV/Å.

Calculated values
energy above the lowest of the compared OMol25 structures with the same formula, charge and spin: 499.8 kcal/mol
LUMO level: 0.35 eV
electronic energy: -34902.6007 eV
Kohn-Sham gap: 8.63 eV